Computed, not measured: a cluster of 2 separate species, C2H7NS in total, with wB97M-V/def2-TZVPD.

The value obtained for the HOMO energy is -8.2 eV. The frontier orbital gap is 9.1429 eV. The strongest force on any atom comes out at 0.0259 Eh/bohr. The relative energy (zero: lowest compared OMol25 entry of this formula, charge and spin) is 16.5 kcal per mole. The lowest unoccupied orbital energy is 0.035 Eh.

Geometry as XYZ:
```
11
Properties=species:S:1:pos:R:3:forces:R:3:mulliken_charge:R:1
S 2.725321 0.418728 -0.376164 0.239 -0.045 0.004 -0.39
H 1.837199 1.346880 -0.003191 -0.110 -0.011 -0.026 0.18
C -1.147777 -0.306654 0.479105 0.753 -0.206 -0.371 0.10
C -1.264158 0.858044 -0.148647 -0.139 0.433 0.447 -0.74
N -0.224816 -1.313630 0.246804 -0.001 -1.263 0.416 -0.39
H -1.864006 -0.581112 1.239709 -0.150 0.030 0.062 0.23
H -2.029376 1.538525 0.204049 0.035 -0.008 -0.216 0.21
H -0.586928 1.203089 -0.911808 0.087 -0.049 -0.174 0.24
H 0.757339 -1.274986 -0.008030 -0.535 1.057 -0.148 0.17
H -0.348201 -2.112283 0.844657 -0.141 -0.025 0.032 0.21
H 2.145398 0.223404 -1.566489 -0.037 0.088 -0.026 0.18
```
Positions in Å, forces in eV/Å.